# 1
ORCA calculation (ωB97M-V/def2-TZVPD) on C30H55O11Y as an isolated structure.

Results
HOMO energy   -12.9788 eV
E_tot   -55547.75765 eV
Charge   +2
Kohn-Sham gap   3.0 eV

Atoms and positions in Å:
Y: 2.9902 4.4958 0.4970
C: 0.5079 1.5801 -1.1637
C: 0.5416 1.8506 0.3047
O: 1.3193 2.9129 0.7401
H: 0.1484 2.4355 -1.7357
H: -0.2529 0.8028 -1.2346
H: 1.4430 1.1905 -1.5662
H: 0.9389 0.9729 0.8146
H: -0.4581 1.9384 0.7301
C: 1.5726 -1.3707 4.0273
C: 0.8420 -1.1451 2.7435
C: -0.0488 -2.3746 2.5562
O: -0.0533 -3.0368 3.8205
C: 0.6168 -2.3004 4.7985
H: 1.8439 -0.4466 4.5378
H: 2.4743 -1.9575 3.8520
H: 1.5204 -1.0576 1.8949
H: 0.2886 -0.2182 2.8941
H: 0.3421 -3.0262 1.7746
H: -1.0725 -2.0752 2.3316
H: 1.1930 -3.0265 5.3720
H: -0.0523 -1.6790 5.3938
C: -1.5734 3.6806 2.9142
C: -2.2848 4.5555 3.9659
C: -2.9929 5.6177 3.0886
O: -3.4810 4.8720 1.9743
C: -2.6027 3.7593 1.7856
H: -1.4218 2.6507 3.2373
H: -0.5970 4.1247 2.7203
H: -1.6175 4.9539 4.7302
H: -2.9758 3.9380 4.5398
H: -2.3591 6.4396 2.7556
H: -3.8293 6.1447 3.5476
H: -2.2037 3.7989 0.7720
H: -3.0878 2.7862 1.8630
C: -1.7189 -4.9509 -1.4309
C: -2.0341 -3.4463 -1.2283
C: -0.6432 -2.9117 -1.0679
O: 0.1222 -3.8911 -0.4675
C: -0.4031 -5.2054 -0.7113
H: -1.6006 -5.1888 -2.4880
H: -2.4820 -5.6581 -1.1059
H: -2.6038 -3.2696 -0.3159
H: -2.6936 -3.0281 -1.9887
H: -0.5479 -1.9121 -0.6438
H: -0.1758 -2.7794 -2.0437
H: -0.5772 -5.7016 0.2435
H: 0.3462 -5.6878 -1.3390
C: -3.3405 -0.1875 -0.6554
C: -2.8948 -0.2278 0.7842
C: -4.1578 0.2901 1.4895
O: -4.7356 1.2114 0.5637
C: -3.9286 1.1951 -0.6243
H: -4.1050 -0.9214 -0.9100
H: -2.5168 -0.2868 -1.3623
H: -2.0317 0.3945 1.0206
H: -2.7143 -1.2551 1.1008
H: -3.7297 0.8204 2.3402
H: -4.8193 -0.5174 1.8033
H: -3.1876 1.9743 -0.4457
H: -4.5804 1.3289 -1.4876
O: 4.1704 2.5012 0.0960
C: 4.5682 1.3941 0.5608
O: 5.7759 0.9912 0.2714
C: 6.0361 -0.2652 0.9218
C: 5.0722 -0.2088 2.1042
C: 3.8692 0.4742 1.5101
H: 7.0972 -0.3611 1.1522
H: 5.8929 -1.0673 0.1977
H: 5.3773 0.3603 2.9823
H: 4.7818 -1.1744 2.5182
H: 3.1440 1.0200 2.1136
H: 3.3222 -0.2212 0.8734
O: 4.7724 -2.7765 -0.9289
C: 3.8353 -2.5038 -1.6431
O: 3.3755 -1.2207 -1.8316
C: 2.3797 -1.1872 -2.8055
C: 2.4652 -2.4906 -3.5035
C: 3.0685 -3.4312 -2.4511
H: 2.5846 -0.3568 -3.4812
H: 1.3735 -1.0810 -2.4001
H: 3.0639 -2.3755 -4.4071
H: 1.5393 -2.8923 -3.9151
H: 3.7851 -4.1006 -2.9271
H: 2.2852 -3.9431 -1.8922
O: -1.0018 -0.6227 -3.8143
C: -1.1469 0.5331 -4.0935
O: -0.1925 1.2169 -4.7822
C: -0.4992 2.5758 -5.0377
C: -1.9913 2.5598 -4.7688
C: -2.2662 1.5055 -3.7204
H: -0.2733 2.9382 -6.0405
H: 0.0500 3.2290 -4.3596
H: -2.4651 2.4533 -5.7447
H: -2.2474 3.5790 -4.4793
H: -3.2666 1.1059 -3.8864
H: -2.1998 1.8689 -2.6950

Löwdin population analysis, charges in e, atoms 1 to 2: 2.088 -0.045



# 2
ORCA calculation (ωB97M-V/def2-TZVPD) on C30H56AlBr3Cl6N4O5Si as an isolated structure.

Results
HOMO energy   -7.5027 eV
E_tot   -347943.96996 eV
Kohn-Sham gap   1.3 eV

Atoms and positions in Å:
C: 2.7181 -1.7516 0.7717
C: 2.8926 -1.2457 -0.6505
C: 1.5274 -1.0711 -1.3126
C: 1.1371 -2.4567 -1.8676
Si: 1.5361 0.1362 -2.7632
C: 2.5649 1.6827 -2.5375
C: 2.5263 2.3079 -1.1364
C: 2.9279 3.7727 -1.1663
N: 3.2052 4.3003 0.1828
C: -0.2383 0.6102 -3.3318
C: -1.0052 1.3989 -2.2632
C: -1.7571 0.5320 -1.2675
C: -2.8649 1.3487 -0.6474
O: -3.6670 2.0186 -1.3130
O: -2.9283 1.3364 0.7193
H: 2.9292 -3.0063 0.7371
H: 1.7425 -1.5621 1.1761
H: 3.4646 -1.3610 1.4438
H: 3.4143 -2.0025 -1.2258
H: 3.5155 -0.3578 -0.6504
H: 0.7782 -0.8427 -0.5634
H: 1.3404 -3.1727 -1.0839
H: 0.1086 -2.5140 -2.1861
H: 1.8175 -2.7092 -2.6692
H: 2.1348 -0.6189 -3.8894
H: 2.2209 2.4075 -3.2700
H: 3.5906 1.4462 -2.7951
H: 1.5473 2.2252 -0.6767
H: 3.2801 1.8143 -0.5356
H: 3.8546 3.8442 -1.7227
H: 2.1417 4.3744 -1.5941
H: 3.4902 3.5472 0.7947
H: 2.3137 4.5957 0.5595
H: -0.8211 -0.2651 -3.6313
H: -0.2173 1.2704 -4.2186
H: -0.3554 2.1118 -1.7719
H: -1.7667 1.9895 -2.7546
H: -1.1124 0.2012 -0.4651
H: -2.1724 -0.3266 -1.7768
H: -2.9746 0.4179 1.0016
C: -2.5654 -3.9833 -0.2723
Cl: -3.5749 -5.3713 0.0916
Cl: -2.8027 -3.4917 -1.9532
Cl: -2.9925 -2.6404 0.8050
Cl: -0.8817 -4.4403 -0.0115
C: 2.2447 -3.5075 6.1866
C: 3.3487 -4.1761 5.3826
N: 4.4957 -3.3235 5.1566
C: 5.4262 -3.8570 4.1779
C: 6.1595 -5.1626 4.5118
C: 5.0950 -2.7437 6.3465
C: 5.6048 -3.7016 7.4322
H: 1.9328 -2.5728 5.7191
H: 1.3786 -4.1671 6.2362
H: 2.5503 -3.2976 7.2117
H: 2.9316 -4.4466 4.4064
H: 3.6229 -5.1210 5.8769
H: 6.1650 -3.0848 3.9467
H: 4.8713 -4.0100 3.2495
H: 6.9546 -5.0114 5.2394
H: 6.6277 -5.5558 3.6080
H: 5.4837 -5.9304 4.8879
H: 4.3625 -2.0741 6.8021
H: 5.9090 -2.0850 6.0367
H: 4.9013 -4.5097 7.6336
H: 5.7442 -3.1522 8.3643
H: 6.5669 -4.1396 7.1742
Al: 0.0456 -0.0513 -5.6132
O: -9.4518 -0.5043 0.2019
C: -8.6242 0.0594 -0.4471
O: -7.6367 0.8001 0.1136
C: -6.8564 1.4471 -0.9122
C: -7.0833 0.6166 -2.1694
C: -8.5115 0.1148 -1.9602
H: -7.2144 2.4728 -1.0237
H: -5.8176 1.4718 -0.6086
H: -6.9388 1.1805 -3.0876
H: -6.3957 -0.2306 -2.1856
H: -9.2533 0.8196 -2.3382
H: -8.6740 -0.8648 -2.3940
Cl: -1.7266 1.3533 -6.4942
C: -9.2279 -5.5357 -2.7667
C: -8.6444 -4.6260 -3.7322
N: -8.1830 -3.9013 -4.4928
H: -9.4372 -6.5025 -3.2203
H: -8.5448 -5.7005 -1.9221
H: -10.1618 -5.1410 -2.3704
N: 0.7650 6.0813 -2.4239
C: 0.2337 6.1368 -3.6435
C: 0.4670 7.1713 -4.5362
C: 1.2958 8.2079 -4.1390
C: 1.8557 8.1672 -2.8726
C: 1.5610 7.0856 -2.0585
H: -0.4117 5.3080 -3.9139
H: 0.0099 7.1627 -5.5156
H: 1.5019 9.0345 -4.8063
H: 2.5074 8.9550 -2.5202
H: 1.9802 7.0126 -1.0619
O: -7.4050 -6.3111 -0.4017
H: -6.5102 -5.9461 -0.3025
Cl: 2.4939 -4.1022 1.8419
C: 3.0650 8.3339 1.8817
Br: 2.8802 6.8230 3.0533
Br: 4.3693 8.0155 0.5057
Br: 1.3607 8.8495 1.1525
H: 3.4246 9.1610 2.4729

Löwdin population analysis, charges in e, atoms 1 to 2: -0.125 -0.232



# 3
ORCA calculation (ωB97M-V/def2-TZVPD) on C30H56Br16F3IN2O3P as an isolated structure.

Results
HOMO energy   -10.1454 eV
E_tot   -1187353.64726 eV
Charge   +1
Kohn-Sham gap   6.1 eV

Atoms and positions in Å:
C: -4.8756 -0.3998 -2.6064
C: -4.1872 -0.3922 -1.4931
C: -2.8201 -1.0437 -1.4021
P: -3.1003 -2.9445 -1.4719
C: -4.8262 -3.2293 -0.9781
C: -3.0103 -3.5008 -3.2003
O: -2.0033 -0.8382 -2.5571
C: -1.3108 0.3947 -2.7386
I: -0.4140 0.0233 -4.6872
C: -2.2734 1.5609 -2.9678
C: -1.7710 2.7606 -3.7895
O: -2.4212 3.9601 -3.3731
C: -0.2338 0.6510 -1.5805
C: 1.2139 0.3907 -1.9881
C: 2.3705 0.4333 -0.9536
C: 2.1649 0.2971 0.5604
O: 3.3645 0.6556 1.2163
N: -0.4125 1.9927 -1.1062
C: 0.6393 2.9610 -0.7631
C: 1.2119 3.7106 -1.9673
N: -0.5985 -0.3865 -0.4264
Br: 0.3582 -2.2093 -0.7705
C: -2.0260 -0.6613 -0.1142
Br: -2.0057 -2.2318 1.1936
C: -2.6169 0.4066 0.8595
F: -1.6701 0.7526 1.7714
F: -3.7120 -0.0015 1.5140
F: -2.9463 1.5434 0.2017
H: -5.7504 0.2230 -2.7190
H: -4.5934 -1.0112 -3.4541
H: -4.6439 0.0447 -0.6141
H: -5.5426 -3.0437 -1.7807
H: -5.0929 -2.5841 -0.1405
H: -4.8990 -4.2713 -0.6659
H: -3.0085 -4.5901 -3.1542
H: -3.8105 -3.1819 -3.8730
H: -2.0583 -3.1678 -3.6101
H: -2.7264 1.9297 -2.0504
H: -3.0917 1.1083 -3.5252
H: -2.0474 2.6254 -4.8323
H: -0.6951 2.8924 -3.6994
H: -1.8108 4.4684 -2.8293
H: 1.4364 1.1604 -2.7252
H: 1.2537 -0.5285 -2.5559
H: 3.0899 -0.3373 -1.2394
H: 2.9143 1.3707 -1.0912
H: 1.9810 -0.7296 0.8707
H: 1.3499 0.9312 0.9379
H: 3.5632 1.5813 1.0214
H: -1.1939 2.0862 -0.4831
H: 1.4297 2.5810 -0.1190
H: 0.1379 3.6978 -0.1340
H: 1.0971 3.1770 -2.9087
H: 0.7249 4.6779 -2.0721
H: 2.2771 3.9103 -1.8415
H: -0.1741 0.0066 0.4146
Br: 0.6632 3.6475 -6.0781
C: -0.6081 5.1155 -6.1825
C: 0.0296 6.4380 -5.8489
Br: 0.3611 6.6027 -3.9412
H: -1.4189 4.8736 -5.5005
H: -0.9761 5.1204 -7.2057
H: -0.6408 7.2529 -6.1108
H: 0.9871 6.5770 -6.3401
Br: 5.1460 -3.0289 -0.9782
C: 6.3837 -2.3053 0.3433
C: 6.0545 -0.8769 0.6787
Br: 6.6050 0.3537 -0.7219
H: 7.3822 -2.4225 -0.0654
H: 6.2712 -2.9325 1.2248
H: 6.5909 -0.5607 1.5706
H: 4.9936 -0.7220 0.8275
Br: 4.7492 3.7947 1.8670
C: 4.7981 2.8548 3.5744
C: 5.8709 3.4076 4.4766
Br: 7.6408 2.8354 3.9181
H: 4.9523 1.8043 3.3468
H: 3.8138 2.9933 4.0155
H: 5.7380 3.0314 5.4883
H: 5.8775 4.4928 4.4896
Br: -8.6781 0.7647 2.0692
C: -7.2497 2.0440 2.3623
C: -7.0547 2.9602 1.1822
Br: -6.1856 2.0419 -0.2975
H: -6.3569 1.4653 2.5789
H: -7.5350 2.6209 3.2390
H: -6.3986 3.7858 1.4471
H: -7.9926 3.3466 0.7972
Br: 8.0425 -1.6279 3.9291
C: 8.2706 -1.6317 5.8610
C: 8.9657 -0.3840 6.3401
Br: 10.8616 -0.4034 5.9366
H: 8.8201 -2.5355 6.1033
H: 7.2684 -1.6896 6.2792
H: 8.8879 -0.3084 7.4223
H: 8.5584 0.5101 5.8768
Br: 0.3830 -8.2013 -1.0433
C: 1.2077 -7.0596 0.2859
C: 0.5957 -5.6850 0.2889
Br: 1.2008 -4.6753 -1.2795
H: 2.2721 -7.0399 0.0728
H: 1.0364 -7.5270 1.2528
H: 0.9152 -5.1058 1.1524
H: -0.4885 -5.7005 0.2305
Br: -4.4734 -2.8950 3.3153
C: -5.7956 -4.2147 3.8605
C: -5.1808 -5.2933 4.7128
Br: -4.0994 -6.5151 3.6538
H: -6.2239 -4.6132 2.9465
H: -6.5571 -3.6730 4.4163
H: -5.9561 -5.9018 5.1717
H: -4.5293 -4.8881 5.4801

Löwdin population analysis, charges in e, atoms 1 to 2: 0.024 -0.210



# 4
ORCA calculation (ωB97M-V/def2-TZVPD) on a 9-piece molecular cluster, C30H56Cl4O21 overall.

Results
HOMO energy   -10.4620 eV
ΔE to the lowest compared entry with this formula, charge and spin   107.7 kcal/mol
SMILES   CCOC(=O)OC.CCOC(=O)OC.CCOC(=O)OC.CCOC(=O)OC.CCOC(=O)OC.O=C1OCCO1.O=C1OCCO1.ClCCCl.ClCCCl
E_tot   -125102.63693 eV
Kohn-Sham gap   10.8 eV

Atoms and positions in Å:
C: 2.1640 2.4347 -4.8220
C: 2.6032 3.8759 -4.6275
O: 1.7675 4.7955 -5.3341
C: 2.0000 6.1463 -5.2016
O: 2.9555 6.6077 -4.5575
O: 1.1701 6.8712 -5.9686
C: 1.1959 8.2871 -6.1294
H: 1.7712 2.3247 -5.8328
H: 1.3367 2.2316 -4.1420
H: 2.9373 1.6898 -4.6339
H: 3.6295 3.9089 -4.9931
H: 2.7919 4.1600 -3.5922
H: 1.3214 8.8320 -5.1937
H: 0.2768 8.7140 -6.5308
H: 2.0385 8.5740 -6.7585
C: -0.2659 -2.7611 3.1381
C: 0.2983 -4.2143 3.2583
O: 1.6753 -4.2078 3.2450
C: 2.2687 -3.9184 4.4162
O: 1.6528 -3.7221 5.5127
O: 3.6283 -3.9540 4.2242
C: 4.5223 -3.6417 5.3111
H: 0.0098 -2.3891 2.1513
H: 0.2075 -2.2131 3.9527
H: -1.3476 -2.6417 3.2002
H: 0.0664 -4.7627 2.3453
H: 0.0238 -4.9686 3.9957
H: 5.4112 -4.2517 5.1501
H: 4.1260 -3.8150 6.3116
H: 4.8286 -2.6009 5.2061
C: 0.7698 1.0667 4.5628
C: -0.2861 1.5690 3.5569
O: -0.6184 2.9576 3.6993
C: -1.2052 3.6785 2.6490
O: -1.6424 3.2797 1.5371
O: -1.3022 4.9864 2.9595
C: -1.6637 5.9389 1.9602
H: 1.5186 1.8044 4.2746
H: 1.2629 0.0998 4.4626
H: 0.6012 1.1470 5.6367
H: -1.1505 0.9289 3.7336
H: -0.1252 1.2729 2.5203
H: -2.5858 5.6048 1.4847
H: -0.8272 6.2782 1.3493
H: -1.8643 6.8781 2.4757
C: -4.2186 1.3107 -0.6757
C: -4.2204 0.9428 0.8730
O: -4.8896 -0.2860 1.1455
C: -4.2007 -1.4794 1.4021
O: -2.9459 -1.5630 1.3342
O: -5.0924 -2.3637 1.6751
C: -4.8300 -3.7128 2.1675
H: -4.0018 2.3701 -0.8126
H: -5.2532 1.2002 -1.0004
H: -3.6679 0.5023 -1.1566
H: -4.8644 1.7366 1.2513
H: -3.2637 0.9694 1.3945
H: -4.3836 -4.3025 1.3668
H: -5.7233 -4.3120 2.3442
H: -4.2908 -3.6105 3.1092
C: -3.7783 -2.4030 -3.5802
C: -2.9642 -2.8309 -2.4151
O: -3.3425 -4.1700 -2.0039
C: -2.6363 -4.7371 -0.9437
O: -1.6678 -4.1675 -0.3727
O: -3.1362 -5.9284 -0.6585
C: -2.5991 -6.6021 0.4525
H: -4.6212 -1.8934 -3.1134
H: -4.2193 -3.2570 -4.0943
H: -3.2813 -1.6819 -4.2291
H: -3.1704 -2.0687 -1.6637
H: -1.8879 -2.9116 -2.5671
H: -1.6921 -6.0804 0.7579
H: -2.2880 -7.6041 0.1570
H: -3.2353 -6.6852 1.3337
O: 4.4036 -5.8057 -1.2012
C: 3.2573 -5.4079 -1.1934
O: 2.3256 -5.8812 -0.3210
C: 1.0937 -5.2148 -0.4182
C: 1.3094 -4.3778 -1.7325
O: 2.6638 -4.4996 -1.9578
H: 0.2744 -5.8993 -0.6382
H: 0.7540 -4.6206 0.4301
H: 0.8717 -3.3837 -1.6416
H: 0.7915 -4.8895 -2.5437
O: -0.1752 4.0298 -1.9942
C: 0.1695 5.1833 -1.6888
O: 0.3369 6.1931 -2.5503
C: 0.7161 7.3355 -1.8434
C: 1.3901 6.7527 -0.6335
O: 0.7495 5.5015 -0.5074
H: 1.4448 7.9329 -2.3913
H: -0.1184 8.0226 -1.7039
H: 1.2447 7.4863 0.1595
H: 2.4568 6.6556 -0.8353
Cl: -0.6085 -0.4197 -3.2083
C: -0.6341 0.5019 -1.6442
C: -0.3463 -0.4918 -0.5229
Cl: 1.3346 -1.0546 -0.4639
H: -1.6195 0.9431 -1.4940
H: 0.1080 1.2972 -1.7144
H: -1.0123 -1.3283 -0.7348
H: -0.6165 -0.1229 0.4665
Cl: 3.7817 -0.5849 3.2104
C: 4.1990 -1.6087 1.8026
C: 5.6901 -1.3657 1.5366
Cl: 6.0631 -2.0725 -0.0414
H: 3.6811 -1.3476 0.8797
H: 4.0235 -2.6670 1.9957
H: 6.4305 -1.7347 2.2464
H: 5.9857 -0.3201 1.4513

Löwdin population analysis, charges in e, atoms 1 to 2: -0.052 -0.234



- The highest HOMO energy belongs to which entry?
  C30H56AlBr3Cl6N4O5Si



- Among the records above, which one has the lowest E_tot?
  C30H56Br16F3IN2O3P